The following is a DFT calculation (wB97M-V/def2-TZVPD) of a cluster of 3 separate species, C5H6N2O in total in a non-equilibrium geometry.

The geometry in ORCA input format:
```
! RIJCOSX wB97M-V def2-TZVPD def2/J DEFGRID3
* xyz 0 1
C -0.68 -0.87 -0.29
C -1.41 -0.96 0.93
C -0.75 0.00 1.75
C 1.41 0.35 -0.80
C 1.74 1.89 -0.61
H -1.41 -1.76 -1.90
H -2.09 -1.63 1.17
H -1.37 0.25 2.69
H 2.15 -0.92 -1.41
H 1.22 3.16 0.15
H 2.19 2.28 -1.56
N 0.22 0.68 1.24
N 0.37 0.05 -0.05
O -0.84 -1.12 -1.68
*
```

Calculated values
**HOMO-LUMO gap**: 7.75 eV
**LUMO**: -0.0888 eV
**Energy relative to the best compared isomer or geometry (same formula, charge and spin)**: 209.9 kcal per mole


The following is a DFT calculation (wB97M-V/def2-TZVPD) of a cluster of 11 separate species, C5H31NO11 in total in a non-equilibrium geometry.

The geometry in ORCA input format:
```
! RIJCOSX wB97M-V def2-TZVPD def2/J DEFGRID3
* xyz 0 1
C 1.61 1.18 2.16
C 1.06 1.00 0.74
N 1.83 -0.01 -0.08
C 3.27 0.20 0.05
C 1.34 0.15 -1.52
C 0.10 -0.73 -1.61
O -0.58 -0.65 -2.61
H 1.20 2.11 2.55
H 1.42 0.24 2.70
H 2.70 1.21 2.25
H 0.13 0.46 0.96
H 1.01 1.99 0.29
H 3.57 -0.22 1.01
H 3.88 -0.36 -0.68
H 3.70 1.19 -0.12
H 2.10 -0.31 -2.18
H 1.35 1.23 -1.69
H 0.03 -1.47 -0.82
H 0.38 -3.50 1.73
H -0.24 -3.38 3.07
O -0.46 -3.73 2.20
H -2.24 2.03 3.63
H -1.37 3.01 3.19
O -1.53 2.56 4.03
H -1.26 3.92 -1.05
H 0.13 3.58 -0.94
O -0.65 3.65 -0.36
H 1.79 -3.39 0.28
H 1.62 -1.83 0.68
O 1.68 -2.77 1.01
H 2.92 -2.13 2.58
H 4.01 -2.40 3.58
O 3.61 -1.68 3.07
H -3.40 0.47 -2.39
H -3.94 -0.84 -1.84
O -4.09 -0.16 -2.53
H -4.99 -1.86 -0.04
H -3.55 -2.31 0.12
O -4.20 -2.10 -0.56
H -3.00 -1.98 2.80
H -2.03 -2.96 1.99
O -2.84 -2.41 1.95
H 0.86 3.14 -3.28
H 1.35 4.62 -2.93
O 0.79 3.90 -2.66
H 0.48 1.04 -4.89
H -0.46 1.31 -3.80
O 0.23 1.78 -4.32
*
```

Calculated values
**HOMO-LUMO gap**: 10.06 eV
**SMILES**: CCN(C)CC=O.O.O.O.O.O.O.O.O.O.O
**LUMO**: 0.0384 eV
**Energy relative to the best compared isomer or geometry (same formula, charge and spin)**: 77.0 kcal per mole


The following is a DFT calculation (wB97M-V/def2-TZVPD) of a cluster of 2 separate species, C2H2F3NS2 in total in a non-equilibrium geometry.

The geometry in ORCA input format:
```
! RIJCOSX wB97M-V def2-TZVPD def2/J DEFGRID3
* xyz 0 3
C -1.91 0.51 -0.26
C 1.92 -0.55 0.34
N -1.01 0.49 -1.10
F 2.07 -1.86 0.57
F 2.56 0.11 1.29
F 2.48 -0.16 -0.81
S -3.56 0.70 0.20
S -1.89 0.21 1.43
H -1.36 0.84 -2.01
H 0.69 -0.29 0.33
*
```

Calculated values
**HOMO-LUMO gap (spin up / spin down)**: 7.74 / 7.53 eV
**⟨S²⟩**: 2.02
**LUMO (spin up / spin down)**: 0.4243 / -2.9650 eV
**Energy relative to the best compared isomer or geometry (same formula, charge and spin)**: 0.0 kcal per mole


The following is a DFT calculation (wB97M-V/def2-TZVPD) of a cluster of 6 separate species, C2H14O4S2 in total.

The geometry in ORCA input format:
```
! RIJCOSX wB97M-V def2-TZVPD def2/J DEFGRID3
* xyz 0 1
C 0.12 -0.03 -1.16
C 1.14 -0.03 0.00
S 1.55 1.60 0.47
S -1.30 -2.53 0.51
H 0.39 0.57 -2.04
H 0.04 -1.05 -1.54
H -0.85 0.30 -0.82
H 0.77 -0.63 0.83
H 2.01 -0.60 -0.36
H -1.98 -3.66 0.73
H -2.32 -0.71 1.25
H -3.58 -0.08 1.97
O -2.79 0.14 1.46
H 2.22 -3.53 1.45
H 0.93 -2.96 0.77
O 1.89 -2.87 0.84
H -1.91 2.08 0.98
H -0.49 2.63 0.67
O -1.42 2.86 0.65
H 1.68 2.42 -1.56
H 2.25 3.41 -2.62
O 1.67 2.66 -2.49
*
```

Calculated values
**HOMO-LUMO gap**: 3.16 eV
**LUMO**: -5.5325 eV
**Energy relative to the best compared isomer or geometry (same formula, charge and spin)**: 127.8 kcal per mole


The following is a DFT calculation (wB97M-V/def2-TZVPD) of a structure of composition C39H64KN5O3S3Si3.

The geometry in ORCA input format:
```
! RIJCOSX wB97M-V def2-TZVPD def2/J DEFGRID3
* xyz -2 1
K -0.77 -0.94 1.32
N 0.12 -1.60 4.47
C -0.51 -0.79 5.39
C 0.17 -0.30 6.52
C -0.43 0.58 7.40
C -1.74 1.00 7.19
C -2.44 0.52 6.08
C -1.84 -0.35 5.18
S -2.63 -0.88 3.70
N -1.89 -2.30 3.27
C -0.56 -2.50 3.58
C 0.14 -3.54 3.02
C 1.52 -3.91 3.38
C 2.05 -5.08 2.96
C 1.29 -5.97 2.13
C 0.04 -5.48 1.71
N -0.54 -4.35 2.06
H 1.03 -1.92 4.76
H 1.20 -0.62 6.69
H 0.12 0.94 8.27
H -2.22 1.68 7.88
H -3.46 0.83 5.90
H 2.13 -3.25 3.99
H 3.07 -5.35 3.23
H 1.68 -6.92 1.79
H -0.53 -6.08 1.00
C 1.39 -0.62 -3.54
Si 0.54 -2.27 -3.80
C -1.09 -2.02 -4.72
C 1.44 -3.58 -4.85
C 1.98 -3.64 -6.13
C 2.42 -4.86 -6.64
C 2.30 -6.01 -5.88
C 1.77 -5.96 -4.59
C 1.35 -4.75 -4.06
Si 0.64 -4.14 -2.40
C -0.98 -4.91 -1.86
C 1.86 -4.30 -1.00
H 1.34 0.01 -4.43
H 2.44 -0.78 -3.27
H 0.92 -0.08 -2.71
H -0.93 -1.46 -5.65
H -1.84 -1.50 -4.13
H -1.50 -3.00 -4.99
H 2.06 -2.74 -6.74
H 2.83 -4.91 -7.64
H 2.63 -6.96 -6.29
H 1.70 -6.88 -4.01
H -0.87 -5.99 -1.69
H -1.77 -4.76 -2.60
H -1.29 -4.46 -0.91
H 2.23 -5.32 -0.93
H 1.38 -4.06 -0.05
H 2.71 -3.63 -1.13
C -2.21 1.53 -3.32
C -3.05 1.25 -2.07
C -4.25 2.20 -2.05
C -3.53 -0.19 -2.06
O -2.24 1.40 -0.91
Si -1.62 2.76 -0.17
S -0.17 2.17 1.13
O -1.18 3.75 -1.44
C -0.34 4.89 -1.45
C -0.46 5.72 -0.17
C 1.11 4.44 -1.63
C -0.78 5.74 -2.64
O -2.89 3.64 0.45
C -3.63 3.49 1.66
C -3.93 2.02 1.95
C -2.84 4.09 2.82
C -4.93 4.26 1.45
H -2.81 1.38 -4.23
H -1.35 0.86 -3.35
H -1.85 2.55 -3.29
H -4.81 2.12 -2.99
H -3.91 3.23 -1.94
H -4.91 1.96 -1.22
H -4.13 -0.43 -2.94
H -4.14 -0.37 -1.16
H -2.68 -0.87 -2.02
H -0.10 5.15 0.69
H -1.51 5.98 0.01
H 0.12 6.64 -0.26
H 1.42 3.89 -0.75
H 1.77 5.30 -1.78
H 1.18 3.78 -2.50
H -1.84 6.00 -2.53
H -0.65 5.18 -3.57
H -0.19 6.66 -2.70
H -3.02 1.49 2.24
H -4.34 1.53 1.07
H -4.65 1.93 2.77
H -1.87 3.59 2.88
H -3.37 3.96 3.77
H -2.67 5.16 2.64
H -5.47 3.86 0.59
H -4.70 5.31 1.25
H -5.57 4.20 2.34
C 3.38 -0.94 2.68
N 3.95 0.20 1.96
C 4.03 1.41 2.78
C 3.88 0.26 0.62
S 3.42 -1.02 -0.33
N 4.30 1.50 0.07
C 3.53 1.90 -1.11
C 5.73 1.51 -0.17
H 3.96 -1.12 3.59
H 3.40 -1.83 2.07
H 2.34 -0.73 2.95
H 3.09 1.54 3.33
H 4.20 2.28 2.16
H 4.84 1.32 3.51
H 2.47 1.76 -0.92
H 3.80 1.33 -2.00
H 3.72 2.96 -1.29
H 6.27 1.27 0.74
H 6.03 2.51 -0.50
H 6.02 0.79 -0.95
*
```

Calculated values
**HOMO-LUMO gap**: 2.68 eV
**LUMO**: 3.8502 eV
**Energy relative to the best compared isomer or geometry (same formula, charge and spin)**: 21.3 kcal per mole


The following is a DFT calculation (wB97M-V/def2-TZVPD) of the molecule C4H7NO2.

The geometry in ORCA input format:
```
! RIJCOSX wB97M-V def2-TZVPD def2/J DEFGRID3
* xyz 0 1
O 1.06 1.52 0.30
C 0.83 0.15 0.54
C -0.52 -0.09 1.22
O -1.62 -0.03 0.29
C -1.35 0.04 -1.03
N -0.26 -0.21 -1.62
C 0.82 -0.67 -0.75
H 0.47 1.80 -0.41
H 1.63 -0.18 1.20
H -0.54 -1.06 1.71
H -0.71 0.69 1.96
H -2.23 0.36 -1.58
H 0.66 -1.73 -0.51
H 1.77 -0.58 -1.28
*
```

Calculated values
**HOMO-LUMO gap**: 10.67 eV
**SMILES**: O[C@@H]1CN=COC1
**LUMO**: 0.8191 eV
**Energy relative to the best compared isomer or geometry (same formula, charge and spin)**: 33.8 kcal per mole


The following is a DFT calculation (wB97M-V/def2-TZVPD) of the ion CH2IN2S2 with charge +1 in a non-equilibrium geometry.

The geometry in ORCA input format:
```
! RIJCOSX wB97M-V def2-TZVPD def2/J DEFGRID3
* xyz 1 1
C 0.56 -1.04 0.22
N 0.35 -2.13 -0.32
N -0.78 2.01 -0.49
S -1.12 -0.56 1.05
S -1.75 1.34 0.32
I 2.15 0.12 0.86
H 1.17 -2.63 -0.65
H -0.59 2.88 -0.99
*
```

Calculated values
**HOMO-LUMO gap (spin up / spin down)**: 7.29 / 7.29 eV
**LUMO (spin up / spin down)**: -6.8526 / -6.8510 eV
**Energy relative to the best compared isomer or geometry (same formula, charge and spin)**: 31.0 kcal per mole


The following is a DFT calculation (wB97M-V/def2-TZVPD) of the molecule C5H3N3 in a non-equilibrium geometry.

The geometry in ORCA input format:
```
! RIJCOSX wB97M-V def2-TZVPD def2/J DEFGRID3
* xyz 0 1
C -2.17 -0.01 -0.10
C -1.03 0.90 -0.02
C 0.08 0.20 0.30
C 1.35 0.81 -0.06
C 0.45 -1.33 0.25
H -1.19 1.99 0.03
H 1.54 1.80 0.04
H -0.14 -2.16 -0.02
N -3.02 -0.86 -0.13
N 2.38 -0.02 -0.17
N 1.76 -1.32 -0.13
*
```

Calculated values
**HOMO-LUMO gap**: 8.34 eV
**SMILES**: N#CC=C1C=NN=C1
**LUMO**: -2.0534 eV
**Energy relative to the best compared isomer or geometry (same formula, charge and spin)**: 76.2 kcal per mole


The following is a DFT calculation (wB97M-V/def2-TZVPD) of a structure of composition C16H29Cl2N2PRuS in a non-equilibrium geometry.

The geometry in ORCA input format:
```
! RIJCOSX wB97M-V def2-TZVPD def2/J DEFGRID3
* xyz 0 5
Ru -0.10 -0.09 1.04
Cl -1.52 1.73 0.75
Cl 1.23 -2.02 0.96
H -1.42 -0.91 0.83
H 1.19 0.81 0.77
P -0.11 -0.07 -1.72
C 0.20 1.64 -2.29
C 1.04 -1.20 -2.58
C -1.87 -0.45 -2.05
C 1.22 2.41 -1.44
H -0.79 2.12 -2.14
C 0.59 1.65 -3.77
H 1.64 1.37 -3.90
H 0.46 2.68 -4.14
H -0.04 1.00 -4.38
H 0.79 2.69 -0.47
H 1.50 3.33 -1.97
H 2.13 1.82 -1.25
H -2.38 0.38 -1.53
C -2.38 -1.77 -1.45
C -2.13 -0.36 -3.56
H -2.05 0.67 -3.92
H -3.14 -0.72 -3.76
H -1.43 -1.00 -4.12
H -1.71 -2.19 -0.68
H -2.53 -2.53 -2.23
H -3.35 -1.59 -0.97
C 2.49 -0.92 -2.15
H 0.91 -0.90 -3.64
C 0.67 -2.67 -2.43
H 2.89 0.00 -2.61
H 3.11 -1.76 -2.49
H 2.58 -0.85 -1.06
H 0.66 -2.97 -1.37
H 1.45 -3.25 -2.94
H -0.29 -2.91 -2.89
N -1.21 -2.52 2.93
C -0.75 -1.47 3.62
N -0.26 -0.35 3.04
C 0.15 0.63 3.94
C 0.69 1.88 3.64
C 0.99 2.74 4.70
C 0.74 2.35 6.03
C 0.21 1.08 6.32
C -0.08 0.22 5.28
S -0.77 -1.40 5.36
H -1.54 -3.31 3.47
H -0.93 -2.66 1.96
H 0.86 2.14 2.59
H 1.40 3.72 4.49
H 0.97 3.04 6.84
H 0.01 0.74 7.33
*
```

Calculated values
**HOMO-LUMO gap (spin up / spin down)**: 6.32 / 6.97 eV
**⟨S²⟩**: 6.01
**LUMO (spin up / spin down)**: 0.3755 / -1.2388 eV
**Energy relative to the best compared isomer or geometry (same formula, charge and spin)**: 0.0 kcal per mole


The following is a DFT calculation (wB97M-V/def2-TZVPD) of a cluster of 3 separate species, C5H10N2O2S in total in a non-equilibrium geometry.

The geometry in ORCA input format:
```
! RIJCOSX wB97M-V def2-TZVPD def2/J DEFGRID3
* xyz 0 1
C -2.99 -2.37 0.84
C 0.99 0.06 3.60
C 0.12 0.05 -0.90
C 1.13 1.15 -2.86
C 1.40 0.43 -1.63
N -3.27 -3.41 1.21
N -1.04 0.15 -1.26
O 0.43 -0.45 0.34
O -1.46 0.15 2.54
S -0.58 0.57 3.69
H -2.73 -1.34 0.66
H -0.48 -0.45 0.90
H 1.41 -0.44 2.80
H 1.48 0.26 4.52
H 0.62 2.17 -2.69
H 0.47 0.52 -3.57
H 1.96 1.62 -3.48
H 1.81 -0.53 -1.71
H 1.95 1.13 -0.94
H -1.21 0.71 -2.05
*
```

Calculated values
**HOMO-LUMO gap**: 9.24 eV
**LUMO**: -0.8330 eV
**Energy relative to the best compared isomer or geometry (same formula, charge and spin)**: 46.1 kcal per mole


The following is a DFT calculation (wB97M-V/def2-TZVPD) of a structure of composition C36H40F4N6ORuSSb.

The geometry in ORCA input format:
```
! RIJCOSX wB97M-V def2-TZVPD def2/J DEFGRID3
* xyz 2 6
Ru -0.62 0.71 0.30
C -2.00 -2.23 2.22
C -1.58 -1.01 3.03
N -0.38 -0.29 2.52
C -0.02 0.75 3.52
C -1.02 1.88 3.64
C 0.75 -1.23 2.37
C 1.85 -0.68 1.48
N 1.27 -0.35 0.18
C 2.05 -0.34 -0.93
C 1.46 -0.63 -2.18
F 0.18 -1.02 -2.21
C 2.17 -0.61 -3.35
F 1.55 -0.92 -4.49
C 3.52 -0.28 -3.36
C 4.13 0.01 -2.15
F 5.41 0.35 -2.12
C 3.42 -0.02 -0.96
F 4.05 0.35 0.16
H -3.04 -2.47 2.45
H -1.41 -3.12 2.46
H -1.92 -2.05 1.15
H -1.38 -1.32 4.07
H -2.39 -0.29 3.06
H 0.96 1.15 3.24
H 0.11 0.26 4.49
H -1.22 2.36 2.68
H -0.62 2.64 4.32
H -1.97 1.56 4.06
H 0.37 -2.14 1.91
H 1.16 -1.50 3.35
H 2.63 -1.43 1.37
H 2.31 0.21 1.90
H 4.08 -0.27 -4.28
S -1.04 1.93 -1.90
Sb -0.06 3.98 -2.27
C 1.94 3.86 -2.86
C 2.91 3.44 -1.96
C 4.24 3.37 -2.35
C 4.59 3.71 -3.65
C 3.62 4.12 -4.56
C 2.29 4.19 -4.17
C -0.15 5.20 -0.57
C 0.73 6.26 -0.44
C 0.61 7.13 0.65
C -0.38 6.91 1.59
C -1.26 5.84 1.46
C -1.15 4.99 0.38
C -1.10 4.94 -3.80
C -0.67 6.20 -4.21
C -1.38 6.87 -5.20
C -2.51 6.29 -5.76
C -2.94 5.03 -5.34
C -2.24 4.35 -4.36
H 2.63 3.15 -0.95
H 5.00 3.05 -1.65
H 5.63 3.66 -3.96
H 3.90 4.38 -5.57
H 1.54 4.51 -4.88
H 1.51 6.43 -1.18
H 1.29 7.96 0.75
H -0.48 7.59 2.43
H -2.04 5.69 2.20
H -1.84 4.15 0.27
H 0.21 6.66 -3.78
H -1.05 7.84 -5.53
H -3.06 6.81 -6.53
H -3.82 4.59 -5.78
H -2.56 3.37 -4.03
C 2.50 4.30 1.88
C 1.60 3.26 1.42
N 0.89 2.43 1.06
H 2.95 4.80 1.02
H 3.28 3.86 2.50
H 1.94 5.03 2.46
C -5.68 -1.56 -2.08
N -4.60 -0.98 -1.29
C -4.80 -0.03 -0.20
C -3.37 0.26 0.17
O -2.95 1.02 1.04
N -2.53 -0.44 -0.63
C -3.29 -1.12 -1.50
N -2.77 -1.88 -2.45
H -6.58 -1.59 -1.48
H -5.43 -2.58 -2.36
H -5.88 -0.97 -2.98
H -5.35 -0.48 0.63
H -5.31 0.87 -0.52
H -1.77 -1.89 -2.57
H -3.34 -2.34 -3.14
*
```

Calculated values
**HOMO-LUMO gap (spin up / spin down)**: 8.72 / 6.64 eV
**⟨S²⟩**: 8.79
**LUMO (spin up / spin down)**: -4.1287 / -6.9015 eV


The following is a DFT calculation (wB97M-V/def2-TZVPD) of the molecule C5H6O2.

The geometry in ORCA input format:
```
! RIJCOSX wB97M-V def2-TZVPD def2/J DEFGRID3
* xyz 0 1
O 2.10 0.52 -1.29
C 1.60 0.19 -0.02
C 0.10 -0.07 -0.05
C -0.67 -0.71 0.79
C -1.67 -1.19 1.50
C -0.73 0.63 -1.07
O -0.43 1.70 -1.56
H 1.63 1.32 -1.58
H 1.83 0.97 0.72
H 2.13 -0.72 0.29
H -2.17 -0.55 2.22
H -2.02 -2.20 1.37
H -1.69 0.13 -1.31
*
```

Calculated values
**HOMO-LUMO gap**: 10.35 eV
**SMILES**: C=C=C(C=O)CO
**LUMO**: 0.4129 eV
**Energy relative to the best compared isomer or geometry (same formula, charge and spin)**: 51.8 kcal per mole


| no. | E_tot (eV) |
| --- | --- |
| 1 | -10300.4999 |
| 2 | -29699.7849 |
| 3 | -33415.9385 |
| 4 | -32156.5191 |
| 5 | -127545.1025 |
| 6 | -9845.8156 |
| 7 | -33810.1961 |
| 8 | -9699.5170 |
| 9 | -67792.4357 |
| 10 | -23254.6703 |
| 11 | -79779.5116 |
| 12 | -9374.8476 |